Entry 1:
Entry from the OMol25 dataset: an isolated molecule of C4H9NOS (wB97M-V/def2-TZVPD).

```
16
Properties=species:S:1:pos:R:3:lowdin_charge:R:1
O 1.873 2.441 -1.275 0.07
C 0.921 1.774 -0.966 -0.35
N 0.773 0.432 -1.358 -0.02
C 1.108 -0.585 -0.311 -0.19
C 0.215 -0.374 0.921 -0.24
C -1.276 -0.687 0.548 -0.59
S -2.663 -0.393 1.685 0.66
H 0.016 2.132 -0.463 0.13
H 1.351 0.332 -2.191 0.12
H 2.129 -0.311 -0.015 0.11
H 1.063 -1.639 -0.609 0.12
H 0.048 0.676 1.166 0.08
H 0.701 -0.802 1.798 0.11
H -1.366 -1.745 0.315 0.06
H -1.474 0.033 -0.242 0.05
H -3.419 -1.283 0.997 -0.14
```

Its HOMO-LUMO gap is 9.87 eV. For the energy above the lowest of the compared OMol25 structures with the same formula, charge and spin, the calculation gives 43.4 kcal/mol. The lowest unoccupied orbital energy is 0.02867 Eh. The spin multiplicity is 1.

Entry 2:
Entry from the OMol25 dataset: a structure of composition C34H33InN9OTe (wB97M-V/def2-TZVPD).

```
79
Properties=species:S:1:pos:R:3:lowdin_charge:R:1
In -1.091 -1.211 1.123 0.96
N -2.300 -2.022 5.573 0.09
C -1.744 -1.120 4.789 -0.08
N -1.877 -1.515 3.480 0.06
C -2.594 -2.673 3.570 -0.31
N -2.860 -3.060 4.826 0.18
C -2.898 -3.539 2.447 -0.19
C -3.701 -4.644 2.627 -0.02
N -4.054 -5.434 1.617 0.16
C -3.587 -5.099 0.395 -0.04
C -2.747 -4.026 0.184 -0.06
N -2.380 -3.245 1.235 0.04
H -2.311 -2.087 6.589 0.19
H -1.318 -0.166 5.122 0.16
H -3.993 -4.877 3.646 0.14
H -3.882 -5.740 -0.428 0.14
H -2.228 -3.823 -0.782 0.13
Te 2.076 -0.714 2.078 1.42
C 2.748 1.145 1.048 -0.43
C 2.996 1.220 -0.346 -0.13
C 3.293 2.441 -0.911 -0.06
C 3.344 3.608 -0.132 -0.04
C 3.207 3.533 1.232 -0.07
C 2.929 2.307 1.826 -0.15
C 3.748 -1.866 1.458 -0.51
C 4.812 -1.973 2.406 -0.12
C 5.985 -2.599 2.048 -0.07
C 6.057 -3.284 0.879 -0.05
C 5.002 -3.307 -0.009 -0.05
C 3.858 -2.574 0.269 -0.14
H 2.985 0.295 -0.934 0.09
H 3.482 2.488 -1.982 0.12
H 3.583 4.571 -0.590 0.13
H 3.348 4.413 1.894 0.14
H 2.893 2.205 2.917 0.10
H 4.738 -1.472 3.368 0.10
H 6.823 -2.596 2.775 0.14
H 7.008 -3.829 0.652 0.15
H 5.121 -3.793 -0.983 0.13
H 3.023 -2.550 -0.443 0.10
N 2.636 0.449 -9.307 0.20
C 2.051 0.196 -8.333 -0.17
C 1.342 -0.049 -7.130 -0.19
C 0.019 -0.544 -7.202 0.02
C -0.638 -0.777 -6.011 0.01
C 0.006 -0.471 -4.794 -0.16
C 1.353 -0.098 -4.701 -0.02
C 2.031 0.092 -5.886 0.01
N -0.754 -0.690 -3.558 0.02
C -2.200 -0.677 -3.478 0.03
C -2.465 -0.989 -2.186 -0.10
N -1.255 -1.135 -1.435 -0.02
C -0.275 -0.903 -2.288 -0.13
H -0.406 -0.707 -8.182 0.14
H -1.671 -1.111 -5.998 0.11
H 1.811 0.123 -3.726 0.11
H 3.091 0.302 -5.823 0.13
H -2.821 -0.628 -4.347 0.12
H -3.434 -0.983 -1.745 0.11
H 0.801 -0.923 -2.051 0.13
O -2.618 0.484 0.925 -0.11
C -2.688 1.666 1.420 -0.37
C -1.753 2.234 2.462 -0.10
C -1.008 3.500 2.011 -0.17
C -1.700 4.856 2.243 -0.18
C -2.910 4.938 1.328 -0.17
C -3.923 3.813 1.584 -0.14
N -3.602 2.554 0.922 0.12
H -1.055 1.432 2.707 0.08
H -2.423 2.383 3.345 0.15
H -0.716 3.390 0.950 0.13
H -0.059 3.574 2.598 0.12
H -0.978 5.649 1.990 0.13
H -1.952 5.044 3.293 0.13
H -2.657 4.917 0.278 0.12
H -3.461 5.882 1.398 0.13
H -4.910 4.117 1.250 0.14
H -4.023 3.600 2.634 0.12
H -4.281 2.105 0.307 0.17
```

The charge is +3. Its HOMO-LUMO gap (spin up / spin down) is 4.43 / 4.43 eV. The lowest unoccupied orbital energy (spin up / spin down) is -0.40046 / -0.40043 Eh. The spin multiplicity is 1.

Entry 3:
Entry from the OMol25 dataset: a structure of composition C10H11INO (wB97M-V/def2-TZVPD).

```
24
Properties=species:S:1:pos:R:3:lowdin_charge:R:1
C -2.201 -0.257 1.816 -0.01
C -1.079 0.407 2.089 0.02
C 1.342 1.110 1.589 0.01
C -2.138 -1.196 0.807 0.04
C 0.140 0.306 1.359 -0.10
C 0.057 -0.493 0.198 -0.29
C 1.004 -0.387 -0.877 -0.14
C 2.360 1.039 0.615 -0.05
C 2.204 0.400 -0.664 -0.28
C -1.118 -2.291 -1.082 -0.02
N -1.002 -1.307 -0.009 -0.06
O 0.728 2.651 -2.543 -0.66
I -0.543 1.218 -2.451 1.27
H -3.136 -0.282 2.361 0.14
H -1.096 1.116 2.839 0.11
H 1.532 1.828 2.460 0.15
H -2.942 -1.766 0.507 0.11
H 0.468 3.155 -3.293 -0.03
H 3.390 1.293 0.897 0.13
H 3.037 -0.262 -1.070 0.16
H 2.354 1.277 -1.450 0.17
H -1.663 -3.210 -0.758 0.12
H -0.064 -2.570 -1.405 0.11
H -1.637 -1.779 -1.934 0.10
```

The charge is +1. Its HOMO-LUMO gap (spin up / spin down) is 6.15 / 6.25 eV. For the energy above the lowest of the compared OMol25 structures with the same formula, charge and spin, the calculation gives 72.5 kcal/mol. The lowest unoccupied orbital energy (spin up / spin down) is -0.18358 / -0.18590 Eh. The spin multiplicity is 1.

Entry 4:
Entry from the OMol25 dataset: an isolated molecule of C4H6N2O (wB97M-V/def2-TZVPD).

```
13
Properties=species:S:1:pos:R:3:lowdin_charge:R:1
C 2.037 0.484 0.027 -0.05
C 0.582 0.113 -0.042 -0.36
C 0.123 -1.180 -0.082 -0.06
N -1.284 -1.067 -0.043 0.12
C -1.524 0.261 -0.021 -0.50
O -2.777 0.743 -0.042 0.09
N -0.464 1.015 -0.011 0.15
H 2.305 0.972 0.977 0.08
H 2.373 1.124 -0.799 0.08
H 2.590 -0.451 -0.057 0.07
H 0.764 -2.022 0.204 0.11
H -2.086 -1.696 -0.077 0.16
H -2.639 1.705 -0.035 0.12
```

Its HOMO-LUMO gap is 9.04 eV. For the energy above the lowest of the compared OMol25 structures with the same formula, charge and spin, the calculation gives 11.9 kcal/mol. The lowest unoccupied orbital energy is 0.03027 Eh. The spin multiplicity is 1.

Entry 5:
Entry from the OMol25 dataset: an isolated molecule of C6H9N3 (wB97M-V/def2-TZVPD).

```
18
Properties=species:S:1:pos:R:3:lowdin_charge:R:1
C 1.470 -1.403 0.745 -0.06
C 0.807 -0.158 0.158 -0.17
C 0.583 0.118 -1.308 0.01
C -0.596 -0.349 -0.554 -0.42
N -1.049 -1.649 -0.427 0.02
N -2.193 -1.761 0.084 0.03
C -2.686 -0.469 0.293 -0.08
C -1.661 0.390 0.017 -0.31
N -1.646 1.791 0.147 0.10
H 1.343 -2.214 0.071 0.07
H 0.991 -1.491 1.671 0.06
H 2.484 -1.336 1.001 0.06
H 0.740 0.679 1.017 0.18
H 0.955 -0.526 -2.099 0.13
H 0.497 1.121 -1.503 0.08
H -3.727 -0.314 0.662 0.11
H -2.089 2.163 1.030 0.12
H -0.653 2.007 0.202 0.06
```

Its HOMO-LUMO gap is 9.17 eV. For the energy above the lowest of the compared OMol25 structures with the same formula, charge and spin, the calculation gives 60.2 kcal/mol. The lowest unoccupied orbital energy is 0.02765 Eh. The spin multiplicity is 1.

Entry 6:
Entry from the OMol25 dataset: a cluster of 2 separate species, C6H9N2O2 in total (wB97M-V/def2-TZVPD).

```
19
Properties=species:S:1:pos:R:3:lowdin_charge:R:1
C 3.399 -0.167 -0.952 -0.08
C 0.275 -1.443 -2.047 -0.22
C 1.980 -0.519 -1.160 -0.39
C 0.920 -0.257 -0.342 -0.07
N 1.546 -1.258 -2.231 0.07
N -0.195 -0.844 -0.896 0.08
H -0.466 -1.928 -2.662 0.11
H -1.100 -0.917 -0.448 0.12
H 0.789 0.251 0.598 0.11
H 4.061 -1.043 -0.869 0.07
H 3.557 0.521 -0.123 0.07
H 3.859 0.295 -1.838 0.07
C -2.607 1.649 2.172 -0.05
C -2.747 0.300 1.444 -0.80
O -1.946 -0.621 1.724 -0.12
O -3.628 0.215 0.531 -0.13
H -2.958 2.482 1.567 0.05
H -1.575 1.834 2.432 0.04
H -3.163 1.451 3.100 0.06
```

The charge is -1. Its HOMO-LUMO gap is 7.82 eV. For the energy above the lowest of the compared OMol25 structures with the same formula, charge and spin, the calculation gives 13.3 kcal/mol. The lowest unoccupied orbital energy is 0.13070 Eh. The spin multiplicity is 1.

Values of total energy, in order: -685.94984, -2340.66044, -814.89637, -340.77593, -398.17943, -494.10150, all in a.u..